This record from OMol25 describes a 11-piece molecular cluster, C74H151F12N6O14S3 overall in a non-equilibrium geometry. The level of theory is wB97M-V/def2-TZVPD.

Element x y z (Å)
C -28.66780 -17.09570 -4.89072
C -29.46911 -15.81659 -5.11500
C -29.95353 -15.70364 -6.53525
C -30.95638 -16.82809 -6.65621
N -31.63548 -16.94299 -8.02039
C -30.73208 -17.52538 -9.06672
C -30.54531 -18.95282 -8.64470
C -31.90526 -19.30090 -8.12008
C -32.71780 -18.05190 -7.97590
C -32.16900 -15.64167 -8.53415
C -33.20042 -15.01773 -7.62808
C -33.91196 -13.77935 -8.24873
H -27.92844 -16.96325 -4.12905
H -28.15091 -17.30364 -5.82078
H -29.23222 -18.01638 -4.71136
H -28.74411 -14.98285 -4.99628
H -30.35141 -15.67929 -4.35553
H -29.11983 -15.60102 -7.26740
H -30.53417 -14.76510 -6.54053
H -31.75171 -16.65178 -5.90612
H -30.53235 -17.76177 -6.38039
H -31.34556 -17.58571 -10.00108
H -29.81990 -16.99866 -9.23274
H -30.08633 -19.51846 -9.42927
H -29.77302 -18.96059 -7.83569
H -32.42044 -20.05303 -8.71103
H -31.76761 -19.74693 -7.14056
H -33.32238 -17.86020 -8.82983
H -33.39203 -18.08877 -7.05881
H -32.63808 -15.95230 -9.47056
H -31.39846 -14.91605 -8.76975
H -32.63532 -14.57566 -6.77327
H -33.95466 -15.77431 -7.29645
H -34.50280 -14.06320 -9.15353
H -33.16110 -13.02446 -8.49560
H -34.64182 -13.40101 -7.54062
C -36.86291 -13.42826 1.06292
C -37.39358 -13.61691 -0.36707
C -36.25790 -13.86753 -1.31243
C -35.19887 -12.70437 -1.31935
N -34.40257 -12.55902 -2.59642
C -33.47810 -13.66921 -2.84199
C -32.28839 -13.40841 -1.93555
C -32.18403 -11.89602 -1.66960
C -33.48356 -11.33788 -2.35888
C -35.29343 -12.36590 -3.78192
C -36.25767 -11.22716 -3.60305
C -36.92578 -10.91033 -4.98222
H -37.65827 -13.62463 1.81002
H -36.45697 -12.35360 1.18076
H -35.97023 -13.93815 1.28553
H -37.93889 -12.72739 -0.63367
H -38.02943 -14.48054 -0.42261
H -36.66620 -13.94641 -2.32035
H -35.73257 -14.84686 -1.10630
H -34.45779 -12.67372 -0.48603
H -35.59692 -11.67002 -1.13958
H -33.15937 -13.72946 -3.87255
H -33.93424 -14.57471 -2.69929
H -31.36785 -13.74499 -2.46448
H -32.32592 -13.92433 -0.92517
H -31.23685 -11.27210 -1.98543
H -32.28348 -11.67961 -0.62410
H -33.33185 -10.79015 -3.25139
H -34.07749 -10.69584 -1.69891
H -35.79486 -13.35293 -3.96504
H -34.53952 -12.25696 -4.61648
H -35.81116 -10.35147 -3.14539
H -36.92805 -11.62917 -2.86731
H -37.24592 -11.81448 -5.46860
H -36.16925 -10.41827 -5.58919
H -37.81745 -10.24494 -4.87685
C -28.59342 -11.47099 3.61677
C -29.95320 -11.86561 4.19354
C -31.09256 -11.42062 3.33467
C -31.43231 -9.92061 3.28770
N -31.99677 -9.55181 1.91543
C -33.18015 -10.47709 1.68989
C -34.26081 -9.89982 2.53021
C -33.97406 -8.39224 2.67812
C -32.61280 -8.18120 2.04741
C -31.01061 -9.61634 0.81672
C -29.96811 -8.53440 0.68448
C -29.71339 -8.37843 -0.83520
H -28.66149 -10.54264 3.05416
H -28.28566 -12.19653 2.89793
H -27.74429 -11.39156 4.30059
H -30.12588 -11.38078 5.16001
H -30.05881 -12.94747 4.32975
H -31.96610 -11.92464 3.65515
H -30.94558 -11.77973 2.24708
H -30.60827 -9.24505 3.48918
H -32.28878 -9.79424 3.94135
H -33.51299 -10.33493 0.66337
H -33.00831 -11.51845 1.87134
H -35.19838 -10.11263 2.08860
H -34.23950 -10.48311 3.47196
H -34.68054 -7.84230 2.06755
H -34.01813 -7.95940 3.71304
H -32.62142 -7.68323 1.11595
H -31.87246 -7.68567 2.68371
H -31.71039 -9.44254 -0.02266
H -30.53863 -10.56018 0.70038
H -29.08524 -8.89262 1.22069
H -30.21237 -7.60066 1.20462
H -30.73824 -8.27658 -1.28184
H -29.04981 -9.17033 -1.25180
H -29.24480 -7.40269 -1.00498
C -34.32244 -23.29469 -4.34234
C -32.87142 -23.95057 -4.46754
C -31.71036 -22.87737 -4.40842
C -30.40145 -23.46880 -4.82878
N -29.19648 -22.69820 -4.50342
C -29.28495 -21.33307 -5.21712
C -28.95519 -21.61757 -6.66976
C -27.86571 -22.65462 -6.62261
C -27.87575 -23.23172 -5.19735
C -29.01120 -22.43419 -3.04172
C -29.19473 -23.59579 -2.05901
C -29.49184 -23.09465 -0.63639
H -34.48378 -22.46942 -4.98140
H -34.60766 -23.04912 -3.26534
H -35.06821 -24.07253 -4.53095
H -32.84687 -24.45125 -5.40743
H -32.71745 -24.71910 -3.63294
H -31.64981 -22.42903 -3.43002
H -32.00699 -22.06882 -5.09303
H -30.43111 -23.69621 -5.88601
H -30.17722 -24.46487 -4.34813
H -28.45494 -20.83674 -4.70231
H -30.15590 -20.80346 -4.90864
H -28.60212 -20.77798 -7.24218
H -29.84492 -22.03625 -7.17409
H -26.89699 -22.16695 -6.62720
H -27.94521 -23.34129 -7.44725
H -27.09467 -22.78731 -4.58666
H -27.95860 -24.32375 -5.17580
H -29.69003 -21.65275 -2.77380
H -28.04370 -21.95339 -2.89810
H -28.26709 -24.26692 -2.09927
H -30.07920 -24.17918 -2.42338
H -30.32146 -22.36033 -0.62164
H -28.64152 -22.54614 -0.24119
H -29.71511 -23.87844 0.00123
C -27.51654 -14.76605 3.96708
C -28.80235 -15.58134 3.98132
C -29.44019 -15.63877 2.63433
C -30.50848 -16.73725 2.70504
N -31.28161 -16.98977 1.45437
C -32.56833 -17.73227 1.76727
C -33.64381 -17.28226 0.76945
C -33.07715 -16.07877 0.07248
C -31.84396 -15.68174 0.89583
C -30.45886 -17.57502 0.39372
C -29.84247 -18.91818 0.60666
C -29.53388 -19.54895 -0.67906
H -27.17206 -14.43253 4.91277
H -27.62484 -13.87290 3.34864
H -26.67687 -15.25220 3.45077
H -29.48520 -15.17477 4.64710
H -28.68417 -16.58815 4.37805
H -28.58689 -15.77979 1.95807
H -29.99973 -14.69288 2.46656
H -31.26582 -16.39631 3.41840
H -30.07354 -17.77496 2.86885
H -32.40208 -18.82112 1.78452
H -32.83256 -17.34525 2.77295
H -33.77666 -18.13829 0.09395
H -34.54218 -17.06195 1.35029
H -32.95461 -16.36752 -0.95208
H -33.69016 -15.19179 0.08841
H -31.10806 -15.06354 0.38621
H -32.24000 -15.15451 1.76265
H -29.75567 -16.73349 0.06875
H -31.11860 -17.72091 -0.49000
H -30.52081 -19.56381 1.21579
H -28.93060 -18.90196 1.33929
H -30.37734 -19.59806 -1.33653
H -29.21319 -20.61414 -0.54886
H -28.61789 -19.05586 -1.22317
C -19.92225 -12.23235 2.31408
C -20.15606 -10.92695 1.63293
C -21.35124 -10.88007 0.64466
C -22.72430 -11.06858 1.31631
N -23.93983 -11.38918 0.48024
C -24.23518 -10.24763 -0.47709
C -24.76033 -9.13103 0.39552
C -25.54331 -9.86576 1.47143
C -25.10253 -11.35159 1.44368
C -23.79901 -12.70160 -0.19353
C -23.47916 -13.83384 0.70294
C -23.89733 -15.09539 0.05594
H -19.12970 -12.11310 3.03845
H -19.52562 -13.02076 1.65346
H -20.78734 -12.64149 2.81721
H -19.16846 -10.62517 1.19413
H -20.32081 -10.19773 2.41508
H -21.16742 -11.71787 -0.04487
H -21.33846 -9.93599 0.10856
H -22.94480 -10.20362 1.87832
H -22.75373 -11.86431 2.07921
H -25.07087 -10.54542 -1.14586
H -23.26989 -10.01262 -0.93956
H -25.40087 -8.41249 -0.13562
H -23.95748 -8.60585 0.92339
H -26.59819 -9.80001 1.22174
H -25.48994 -9.42086 2.45658
H -25.84529 -12.03531 1.03332
H -24.79924 -11.64163 2.41072
H -23.02420 -12.69917 -0.97168
H -24.76511 -12.89772 -0.64977
H -24.07177 -13.63237 1.58652
H -22.43439 -13.87148 0.91286
H -24.98619 -15.24801 0.17413
H -23.43962 -15.96227 0.57834
H -23.50379 -15.08053 -0.96758
C -25.52031 -20.50966 -3.94439
O -25.78755 -21.18638 -2.60835
O -26.13933 -20.91966 -5.00210
C -25.79765 -19.09300 -3.50277
F -25.38518 -18.28767 -4.48839
F -27.16642 -18.95896 -3.36005
F -25.30464 -18.64025 -2.39714
C -24.92128 -22.29325 -2.16285
C -25.17533 -22.40088 -0.65423
H -24.89094 -21.44124 -0.27678
H -26.21833 -22.55819 -0.41861
H -24.55970 -23.16745 -0.19401
H -23.88394 -21.97365 -2.34702
H -25.18901 -23.13145 -2.75622
H -24.34444 -20.63501 -4.08630
O -35.00820 -7.23098 -0.39006
C -34.84463 -8.49181 -0.73418
O -35.82844 -9.23838 -1.00529
O -33.65257 -8.79648 -0.77662
H -35.90351 -7.01919 -0.64179
C -28.14865 -12.38081 -2.74498
F -29.01804 -11.43794 -3.08764
F -28.67592 -13.58966 -3.03676
F -27.01335 -12.19333 -3.39250
S -28.04989 -12.25470 -0.85111
O -29.40569 -12.24783 -0.33991
O -27.14280 -13.30176 -0.40347
O -27.41440 -10.95246 -0.94834
C -34.46007 -19.03153 -3.26854
F -34.82574 -20.29036 -3.54451
F -35.56685 -18.41349 -2.85526
F -33.65762 -19.17116 -2.15423
S -33.62649 -18.14707 -4.63283
O -34.80922 -17.98205 -5.49155
O -33.08483 -16.99269 -3.93208
O -32.56059 -18.94209 -5.21491
C -34.47623 -13.65144 5.27929
F -33.86165 -14.32404 6.24249
F -35.78576 -13.87317 5.36584
F -34.27041 -12.33359 5.29193
S -33.74710 -14.41787 3.71569
O -32.31315 -14.53857 3.99515
O -34.45705 -15.68039 3.60887
O -34.07187 -13.45997 2.63172

## Properties
* molecular weight: 1673.23 g mol⁻¹
* LUMO level: -1.27 eV
* strongest force on any atom: 3.95 eV Å⁻¹
* HOMO: -8.944 eV
* total charge: +1
* orbital gap: 7.67 eV